No. 1
C2H5OSn as an isolated structure. Source: OMol25; level of theory: wB97M-V/def2-TZVPD.

The lowest unoccupied orbital energy (alpha / beta) comes out at -2.8 / -2.2 eV. As for the multiplicity: 2. Its HOMO energy (alpha / beta) is -6.7 / -8.5 eV. As for the expectation value of S²: 1.16. The total energy comes out at -10027.9680 eV.

```
9
Properties=species:S:1:pos:R:3:forces:R:3
Sn 17.938 6.776 -1.796 1.12 -0.22 0.11
C 22.849 8.043 -1.849 -1.27 -0.42 -0.86
C 21.634 7.321 -1.184 2.55 -2.23 0.62
O 21.648 5.943 -1.428 -1.35 1.48 -0.49
H 22.747 7.840 -2.915 -0.20 0.31 -0.28
H 23.853 7.655 -1.674 -0.24 0.02 0.91
H 22.738 9.114 -1.684 0.42 0.09 0.04
H 20.698 7.828 -1.420 -0.88 0.44 -0.54
H 21.727 7.414 -0.102 -0.15 0.52 0.49
```
Forces are in eV/Å.

No. 2
C4H11BCeClF4Y as an isolated structure. Source: OMol25; level of theory: wB97M-V/def2-TZVPD.

The lowest unoccupied orbital energy comes out at -1.1 eV. As for the multiplicity: 1. Its HOMO energy is -8.5 eV. The total energy comes out at -42367.0072 eV.

```
23
Properties=species:S:1:pos:R:3:forces:R:3
Y -0.436 -0.256 0.934 -1.06 -0.55 0.06
Cl -1.121 -1.218 -1.296 -0.82 -0.92 -0.81
C 0.835 -2.003 1.320 0.19 0.27 0.17
H 0.758 -2.017 2.401 0.57 -0.43 0.05
H 1.824 -1.838 0.973 1.09 -0.42 -0.34
H 0.317 -2.835 0.884 0.05 -0.72 -0.18
Ce 0.192 0.983 -1.872 0.80 -0.49 1.15
C -1.317 2.439 -2.337 -0.16 0.90 -0.61
C 1.728 0.572 -3.285 0.53 0.45 -0.94
C 0.992 1.228 0.199 0.66 -0.21 -2.37
H 2.604 0.832 -2.707 0.68 -0.07 -0.26
H 1.603 -0.458 -3.557 0.39 -0.57 -0.55
H 1.411 1.315 -4.021 0.65 -0.18 -0.59
H -1.169 3.157 -1.543 -0.44 0.67 0.04
H -0.903 2.728 -3.309 -0.63 0.56 -0.09
H -2.253 1.914 -2.358 -0.78 0.21 -0.16
H 2.007 0.875 0.346 0.31 0.79 0.62
H 0.470 2.114 0.480 0.40 1.40 0.87
F -1.087 -1.013 2.604 -1.00 0.39 0.86
B -1.539 -1.550 3.840 -0.33 -0.74 1.38
F -0.525 -1.234 4.718 -0.22 -0.19 0.41
F -2.702 -0.844 4.005 -0.71 -0.06 0.82
F -1.691 -2.892 3.582 -0.17 -0.06 0.46
```
Forces are in eV/Å.

No. 3
An isolated molecule of C5H10S2. Source: OMol25; level of theory: wB97M-V/def2-TZVPD.

The lowest unoccupied orbital energy comes out at 0.0 eV. Its SMILES is CSC(=S)C(C)C. As for the multiplicity: 1. Its HOMO energy is -8.5 eV. The total energy comes out at -27016.9717 eV.

```
17
Properties=species:S:1:pos:R:3:forces:R:3
C -0.679 1.545 2.026 0.47 0.99 0.63
C -0.786 -0.920 0.464 -0.04 -0.41 1.05
C 0.067 -0.187 -0.569 -2.21 -1.49 -0.47
C -0.261 -0.658 -2.017 -0.10 0.37 1.12
C 1.502 -0.337 -0.232 1.67 -0.11 -0.21
H -1.316 2.061 2.803 0.38 -0.77 -1.02
H 0.353 1.827 2.281 -0.21 -0.10 -0.16
H -0.874 1.939 1.019 -0.27 -0.19 0.49
H -0.292 0.813 -0.486 0.15 1.14 -0.10
H -1.341 -0.728 -2.174 0.28 0.02 -0.07
H 0.218 -1.579 -2.293 0.02 -0.67 0.26
H 0.176 0.066 -2.664 0.11 0.81 -0.74
H 2.098 0.251 -0.978 -0.27 -0.16 1.00
H 1.793 -1.386 -0.439 -0.11 0.39 0.43
H 1.715 -0.088 0.839 0.10 -0.06 -1.08
S -0.868 -0.248 2.159 -0.36 -0.37 -1.15
S -1.507 -2.371 0.263 0.39 0.61 0.01
```
Forces are in eV/Å.